Computed, not measured: a cluster of 9 separate species, H20NO8 in total in a non-equilibrium geometry, with ωB97M-V with the def2-TZVPD basis set.

ORCA input file:
```
! wB97M-V def2-TZVPD RIJCOSX def2/J DEFGRID3
* xyz 1 1
N 0.3160 0.4793 -0.4707
H 1.1970 0.1173 -0.4797
H 0.0660 0.1763 0.4313
H -0.4090 0.0913 -1.0777
H 0.1920 1.5343 -0.6437
O 1.5780 -2.2507 -0.0447
H 1.7660 -2.5027 0.9443
H 2.4480 -1.9027 -0.4927
O 1.0600 -0.4747 2.8653
H 0.9880 -0.5547 3.7713
H 0.5880 0.3973 2.7843
O -2.3150 -0.9627 0.4433
H -2.1620 -1.8407 1.1503
H -3.0740 -0.5937 0.8603
O 2.8550 1.8753 0.6813
H 2.9860 2.7763 0.8823
H 3.3990 1.3593 1.3693
O -0.2740 -3.5037 -1.6007
H 0.4980 -2.9737 -0.9867
H -0.7910 -2.6957 -1.8847
O -0.3300 2.1273 2.2333
H -0.5730 2.5163 2.9223
H 0.3310 2.7163 1.7703
O -1.2540 2.2983 -2.2977
H -0.9390 3.1373 -1.9347
H -2.2060 2.4273 -2.3407
O -1.6690 -1.0597 -2.8987
H -2.4440 -1.0327 -2.3587
H -1.8280 -1.6807 -3.5967
*
```

Values from the calculation:
LUMO energy ... -0.121 Ha
Orbital gap ... 0.3405 Eh
Energy above the lowest of the compared OMol25 structures with the same formula, charge and spin ... 75.2 kcal/mol


Computed, not measured: a cluster of 3 separate species, C5H14N2 in total in a non-equilibrium geometry, with ωB97M-V with the def2-TZVPD basis set.

ORCA input file:
```
! wB97M-V def2-TZVPD RIJCOSX def2/J DEFGRID3
* xyz 0 1
C 1.9125 0.1849 0.4971
N 1.7844 -0.7649 1.5842
C 0.7980 0.2029 -0.5434
N 1.0860 0.6276 -1.6968
H 1.6208 -1.6982 1.2260
H 1.0095 -0.5326 2.1909
H 0.3062 0.7525 -2.3360
H 2.8389 -0.0058 -0.0481
H 2.0225 1.1796 0.9420
H 0.7226 -2.4569 -1.0854
C -0.6967 0.5322 0.1591
C -1.5709 1.3876 -0.7477
C -1.4570 -0.7098 0.6277
H -0.4741 1.1449 1.0411
H 0.4702 -1.6491 -1.0709
H -2.4790 1.7194 -0.2433
H -0.8972 -1.2450 1.3915
H -2.4223 -0.4269 1.0426
H -1.8825 0.8170 -1.6234
H -1.0575 2.2918 -1.0728
H -1.6345 -1.3513 -0.2344
*
```

Values from the calculation:
LUMO energy ... 0.030 Ha
Orbital gap ... 0.3617 Eh
Energy above the lowest of the compared OMol25 structures with the same formula, charge and spin ... 57.6 kcal/mol


Computed, not measured: a structure of composition C7H16N2O in a non-equilibrium geometry, with ωB97M-V with the def2-TZVPD basis set.

ORCA input file:
```
! wB97M-V def2-TZVPD RIJCOSX def2/J DEFGRID3
* xyz 0 1
C 1.6988 0.4551 -0.8045
N 2.4163 0.4159 -2.0517
C -0.0096 -0.1780 -1.1993
C -0.7133 0.5004 -2.1595
H 2.6627 -0.5414 -2.2877
H 1.8102 0.7536 -2.8006
H 2.2848 -0.0943 -0.0672
H 1.5915 1.4898 -0.4665
H 0.2033 -1.2276 -1.3809
H -0.9307 0.0158 -3.1020
H -0.9907 1.5410 -2.0461
C -1.3297 1.0316 0.8283
C -1.9801 -1.2806 0.4449
C 0.9522 0.0390 2.3138
N -0.8402 -0.3165 0.4562
C 0.3103 -0.8477 1.2839
O 0.5621 -2.0317 1.1979
H -0.5269 1.7536 0.7028
H -1.6757 1.0392 1.8609
H -2.1528 1.2963 0.1665
H -1.6008 -2.2773 0.2316
H -2.4660 -1.2898 1.4225
H -2.6884 -0.9665 -0.3191
H 0.5102 -0.1796 3.2912
H 2.0120 -0.2089 2.3539
H 0.8906 1.1087 2.1306
*
```

Values from the calculation:
LUMO energy ... 0.024 Ha
Orbital gap ... 0.2651 Eh
Energy above the lowest of the compared OMol25 structures with the same formula, charge and spin ... 116.0 kcal/mol


Computed, not measured: a cluster of 20 separate species, C30H42BCl57NO6 in total in a non-equilibrium geometry, with ωB97M-V with the def2-TZVPD basis set.

ORCA input file:
```
! wB97M-V def2-TZVPD RIJCOSX def2/J DEFGRID3
* xyz -1 1
C 5.6057 1.7126 -1.2385
C 5.3137 3.0597 -1.9888
O 3.9935 2.9427 -2.5341
C 3.1975 3.9909 -2.0003
C 1.7224 3.9708 -2.5538
O 1.6099 3.4350 -3.8594
C 0.8300 2.2236 -3.8971
C -0.6632 2.4943 -4.2882
O -1.5939 1.6741 -3.5981
C -1.9577 2.3270 -2.3652
C -2.4062 1.3079 -1.2811
N -2.9048 1.9303 -0.0403
B -1.8737 2.7324 0.6660
O -0.7797 2.2092 1.3917
C -2.0327 4.3491 0.5788
C -0.6591 5.1110 0.5430
C -1.3322 0.1851 -0.9544
O -1.5094 -0.4963 0.0872
O -0.3295 -0.0807 -1.7208
H 5.2965 0.8424 -1.8497
H 6.6880 1.6293 -0.9891
H 4.9842 1.7331 -0.3133
H 6.0887 3.3274 -2.7391
H 5.3431 3.8508 -1.1973
H 3.1360 3.8751 -0.8868
H 3.6586 4.9956 -2.1827
H 1.0904 3.4743 -1.7857
H 1.3909 5.0489 -2.5816
H 0.9556 1.6686 -2.9429
H 1.2819 1.5838 -4.6930
H -0.8792 3.5912 -4.1935
H -0.7704 2.2370 -5.3706
H -1.0889 2.9606 -2.0764
H -2.8430 2.9839 -2.5736
H -3.2710 0.7463 -1.7214
H -3.2904 1.2140 0.5765
H 0.0174 2.1163 0.8560
H -2.7397 4.7092 1.3465
H -2.5201 4.5362 -0.4185
H -0.0184 4.9306 1.4332
H -0.8785 6.2207 0.5292
H -0.1381 4.9094 -0.4214
C -3.4307 -2.1766 0.7302
Cl -2.0558 -3.2149 0.3516
Cl -4.9392 -2.8815 0.1093
Cl -3.5501 -1.8998 2.4742
H -3.2701 -1.2201 0.2492
C -1.8114 -0.7312 -6.0034
Cl -2.0134 -2.4127 -5.5062
Cl -0.1185 -0.3937 -6.3717
Cl -2.8385 -0.3660 -7.4033
H -2.1144 -0.0921 -5.1800
C 3.7568 -1.4754 0.3852
Cl 3.9872 0.1011 1.1583
Cl 2.1031 -1.6130 -0.2140
Cl 4.9190 -1.7234 -0.9252
H 3.9224 -2.2475 1.1310
C 4.7605 -5.2480 3.1445
Cl 3.8491 -4.2910 1.9715
Cl 6.4780 -4.8417 3.0843
Cl 4.1230 -5.0053 4.7752
H 4.6494 -6.2956 2.8880
C -0.5839 -0.2612 4.1572
Cl -0.6514 1.3409 4.9145
Cl 0.5935 -0.2993 2.8521
Cl -0.2048 -1.4972 5.3662
H -1.5602 -0.4814 3.7368
C -4.3626 -1.5933 -10.6494
Cl -4.2307 -2.8513 -11.8886
Cl -3.6366 -0.0853 -11.2137
Cl -6.0517 -1.3397 -10.1969
H -3.8205 -1.9225 -9.7691
C -0.4685 -4.0642 8.2099
Cl -0.5369 -2.4595 8.9427
Cl 0.7229 -4.0961 6.9055
Cl -0.0917 -5.2944 9.4219
H -1.4423 -4.2879 7.7885
C 0.1091 -9.3180 8.1435
Cl 0.5720 -7.7110 7.5801
Cl 1.3294 -9.9681 9.2456
Cl -1.4744 -9.2703 8.9285
H 0.0427 -9.9757 7.2844
C 1.3154 6.7714 -5.0671
Cl 2.5085 7.0091 -3.7874
Cl -0.2231 7.5256 -4.6315
Cl 1.9110 7.4144 -6.6026
H 1.1527 5.7031 -5.1824
C -5.5215 -0.0994 6.0011
Cl -5.9788 -1.7049 6.5850
Cl -3.8089 -0.0544 5.5781
Cl -6.5175 0.3647 4.6174
H -5.6935 0.6140 6.7988
C -5.9046 3.9481 -0.9758
Cl -4.7519 5.1920 -1.4753
Cl -5.6064 2.4468 -1.8511
Cl -5.8108 3.6874 0.7714
H -6.9051 4.2904 -1.2137
C -1.9716 -5.3327 -8.2735
Cl -3.0047 -4.4267 -9.3861
Cl -0.3562 -4.6218 -8.2104
Cl -2.6953 -5.3763 -6.6646
H -1.8827 -6.3496 -8.6378
C 2.4192 -3.5074 -3.7675
Cl 1.9284 -5.0721 -3.1063
Cl 4.1234 -3.5378 -4.2377
Cl 1.4034 -3.0621 -5.1383
H 2.2929 -2.7557 -2.9939
C -6.1174 -0.5454 -4.2906
Cl -7.1626 0.3403 -5.4092
Cl -4.5016 0.1674 -4.2484
Cl -6.8058 -0.5670 -2.6658
H -6.0342 -1.5685 -4.6397
C 2.7086 0.1957 9.5006
Cl 2.2246 -1.3798 10.1371
Cl 4.4226 0.1935 9.0656
Cl 1.7137 0.6332 8.1086
H 2.5560 0.9375 10.2761
C -3.4274 7.9473 1.6711
Cl -3.6291 9.5542 2.3782
Cl -2.2836 8.0087 0.3187
Cl -2.8978 6.8125 2.9144
H -4.3892 7.6213 1.2896
C -6.7783 9.0006 4.5974
Cl -8.3901 9.7157 4.4768
Cl -6.4100 8.0568 3.1490
Cl -5.5613 10.2552 4.8603
H -6.7657 8.3315 5.4501
C 9.2064 -7.3012 4.9464
Cl 9.0598 -8.6812 3.8497
Cl 10.1759 -6.0212 4.2077
Cl 7.6127 -6.6927 5.3947
H 9.7108 -7.6345 5.8461
C 10.5743 -10.1696 0.5437
Cl 10.0960 -11.7465 1.1848
Cl 12.2880 -10.1674 0.1114
Cl 9.5803 -9.7365 -0.8501
H 10.4180 -9.4259 1.3174
*
```

Values from the calculation:
LUMO energy ... 0.050 Ha
Orbital gap ... 0.2428 Eh